Molecular formula: C78H195N13O26
Method: DFT, wB97M-V/def2-TZVPD

The geometry in XYZ format:
```
312
Properties=species:S:1:pos:R:3:mulliken_charge:R:1
C -6.193 -2.963 -0.119 -0.482
O -5.939 -2.529 1.223 -0.468
C -5.388 -1.176 1.351 0.419
C -5.085 -0.841 2.846 -0.843
N -3.818 -1.419 3.365 -0.330
C -2.636 -0.969 2.695 1.333
C -1.363 -1.683 3.248 -1.321
O -1.204 -3.075 2.811 -0.175
C 0.114 -3.672 3.156 -0.749
H -6.082 -2.194 -0.884 0.187
H -7.129 -3.521 -0.138 0.276
H -5.397 -3.700 -0.225 0.113
H -6.192 -0.501 1.059 0.515
H -4.523 -0.886 0.753 -0.203
H -5.803 -1.320 3.511 0.382
H -5.234 0.224 3.028 0.060
H -3.827 -2.415 3.195 0.374
H -2.429 0.100 2.747 -0.432
H -2.485 -1.065 1.620 -0.555
H -1.563 -1.724 4.319 0.712
H -0.471 -1.135 2.944 0.307
H 0.999 -3.417 2.573 0.212
H 0.079 -4.755 3.041 0.164
H 0.388 -3.462 4.189 0.476
C 8.149 4.479 -0.085 -0.769
O 7.765 3.161 -0.449 -0.478
C 6.615 2.641 0.242 0.106
C 6.398 1.177 -0.014 0.067
N 5.912 0.820 -1.323 -0.297
C 4.554 1.323 -1.620 -0.556
C 3.830 0.702 -2.940 -0.694
O 3.241 -0.573 -2.658 0.518
C 2.440 -1.243 -3.563 -0.358
H 7.568 5.076 -0.787 0.275
H 9.173 4.790 -0.289 0.323
H 8.073 4.826 0.945 0.284
H 5.686 3.188 0.081 -0.422
H 6.744 2.741 1.320 0.535
H 5.764 0.780 0.779 -0.241
H 7.368 0.699 0.123 0.522
H 5.867 -0.156 -1.578 0.123
H 4.584 2.356 -1.966 0.138
H 3.894 1.189 -0.763 0.447
H 4.584 0.594 -3.720 0.414
H 3.180 1.507 -3.282 -0.070
H 2.058 -2.037 -2.921 0.122
H 2.880 -1.747 -4.424 0.393
H 1.667 -0.575 -3.941 -0.387
C -0.647 -2.500 -5.134 -0.478
O -0.019 -3.092 -6.227 -0.456
C -0.401 -2.814 -7.498 -0.589
C -1.608 -3.681 -7.935 -0.539
N -1.347 -5.097 -7.662 -0.428
C -2.507 -5.880 -7.513 -0.391
C -2.283 -7.012 -6.537 -0.959
O -2.149 -6.481 -5.240 0.177
C -2.258 -7.517 -4.242 -1.105
H -0.250 -1.488 -5.067 0.018
H -0.300 -2.940 -4.199 -0.027
H -1.729 -2.433 -5.246 0.633
H 0.428 -3.075 -8.156 0.387
H -0.596 -1.752 -7.646 0.351
H -1.680 -3.593 -9.019 0.409
H -2.447 -3.365 -7.315 0.228
H -0.952 -5.013 -6.737 0.283
H -2.910 -6.189 -8.478 0.400
H -3.321 -5.254 -7.150 0.161
H -1.324 -7.491 -6.735 0.380
H -3.018 -7.814 -6.603 0.524
H -3.227 -8.003 -4.130 0.475
H -2.127 -6.929 -3.333 0.087
H -1.510 -8.308 -4.289 0.431
C -0.042 2.854 6.105 -0.798
O -1.169 3.282 5.321 -0.040
C -2.222 3.794 6.133 -0.934
C -3.428 4.368 5.414 -0.264
N -3.946 3.298 4.519 -0.261
C -4.970 3.964 3.671 -0.531
C -5.666 3.140 2.516 0.389
O -6.355 3.962 1.619 -0.221
C -7.573 4.569 2.111 -0.892
H -0.299 2.105 6.855 0.365
H 0.306 3.675 6.732 0.322
H 0.684 2.383 5.442 0.110
H -1.833 4.492 6.875 0.484
H -2.522 2.989 6.805 0.460
H -3.176 5.328 4.965 0.058
H -4.111 4.578 6.237 0.408
H -3.195 3.064 3.886 -0.007
H -4.703 4.938 3.259 0.130
H -5.797 4.286 4.304 0.490
H -6.320 2.370 2.927 0.419
H -4.912 2.600 1.943 -0.578
H -8.183 3.733 2.454 0.347
H -7.979 5.094 1.246 0.263
H -7.385 5.293 2.904 0.295
C 3.928 5.434 4.863 -0.403
O 3.607 5.146 3.456 -0.176
C 4.239 4.022 2.944 -0.016
C 3.732 2.658 3.514 -0.372
N 4.623 1.634 3.090 0.411
C 4.202 0.273 3.499 -0.189
C 4.901 -0.221 4.789 -0.943
O 6.286 -0.403 4.492 -0.231
C 6.957 -1.015 5.594 -0.920
H 3.462 4.658 5.469 0.265
H 3.330 6.287 5.187 -0.229
H 4.948 5.453 5.248 0.426
H 5.309 4.197 3.059 0.455
H 4.032 3.970 1.875 -0.639
H 2.773 2.381 3.075 0.021
H 3.588 2.710 4.593 0.235
H 5.478 1.741 3.616 0.200
H 4.586 -0.369 2.707 -0.206
H 3.131 0.108 3.382 0.313
H 4.441 -1.161 5.095 0.636
H 4.755 0.476 5.614 0.399
H 6.865 -0.486 6.542 0.277
H 7.982 -1.121 5.238 0.265
H 6.560 -2.027 5.506 0.375
C -2.015 3.440 -5.296 -0.865
O -0.903 2.919 -4.613 0.134
C 0.221 2.505 -5.332 0.049
C 1.009 3.761 -5.900 -0.827
N 1.931 4.341 -4.900 -0.319
C 1.235 4.912 -3.713 0.389
C 2.092 5.537 -2.644 -1.432
O 2.905 4.558 -1.931 0.010
C 3.969 5.181 -1.163 -0.907
H -2.893 2.977 -4.845 0.137
H -2.108 3.409 -6.381 0.403
H -2.241 4.468 -5.011 0.144
H -0.103 1.948 -6.211 0.428
H 0.928 1.809 -4.880 -0.401
H 0.364 4.534 -6.320 0.364
H 1.745 3.507 -6.663 0.432
H 2.405 4.956 -5.546 0.299
H 0.510 4.254 -3.234 -0.243
H 0.745 5.787 -4.140 0.480
H 1.403 5.935 -1.899 0.457
H 2.661 6.406 -2.976 0.540
H 4.993 4.846 -1.330 0.372
H 3.747 4.968 -0.117 0.100
H 4.152 6.253 -1.083 0.425
C -6.920 -4.815 -3.715 -0.958
O -5.774 -4.534 -2.988 0.217
C -4.541 -4.466 -3.723 -1.605
C -3.531 -3.391 -3.214 1.392
N -4.134 -2.143 -3.510 -0.176
C -3.319 -1.009 -3.022 0.524
C -3.989 0.420 -2.921 0.000
O -4.801 0.418 -1.749 -0.126
C -5.108 1.707 -1.304 -0.680
H -6.894 -4.375 -4.712 0.322
H -7.733 -4.372 -3.139 0.192
H -6.828 -5.893 -3.848 0.289
H -4.624 -4.268 -4.792 0.509
H -4.011 -5.418 -3.683 0.231
H -2.477 -3.467 -3.481 -0.224
H -3.522 -3.579 -2.140 -0.347
H -5.106 -2.249 -3.257 0.432
H -2.364 -0.848 -3.522 -0.461
H -2.977 -1.210 -2.007 -0.438
H -4.474 0.826 -3.809 0.481
H -3.204 1.167 -2.805 -0.284
H -5.445 2.405 -2.071 0.385
H -4.326 2.216 -0.740 0.072
H -5.870 1.625 -0.530 0.281
C 2.231 -5.974 -1.819 -0.887
O 1.922 -5.981 -0.404 0.255
C 1.006 -7.038 -0.003 -0.408
C 1.453 -7.584 1.358 -0.719
N 2.311 -8.754 1.287 -0.287
C 2.385 -9.538 2.465 -0.751
C 3.030 -8.752 3.611 -0.407
O 4.326 -8.192 3.337 -0.337
C 5.417 -9.067 3.106 -0.754
H 2.451 -6.968 -2.206 0.337
H 2.955 -5.200 -2.074 0.189
H 1.326 -5.779 -2.395 0.224
H 0.614 -7.815 -0.659 0.424
H 0.062 -6.554 0.244 -0.090
H 0.562 -7.771 1.958 0.540
H 1.989 -6.807 1.902 0.236
H 3.230 -8.340 1.214 0.262
H 2.852 -10.442 2.072 0.352
H 1.368 -9.867 2.680 0.394
H 2.774 -9.115 4.606 0.424
H 2.338 -7.932 3.800 0.244
H 6.213 -8.466 3.546 0.279
H 5.689 -9.299 2.076 0.278
H 5.414 -10.012 3.650 0.340
C -1.425 7.772 -3.146 -0.964
O -1.681 7.086 -1.937 -0.120
C -2.949 6.404 -1.845 -0.741
C -3.529 6.477 -0.411 -0.249
N -3.979 7.802 -0.016 -0.364
C -4.381 7.955 1.394 -0.505
C -3.225 8.126 2.307 -0.015
O -2.389 9.118 1.829 -0.528
C -1.273 9.237 2.721 -0.558
H -0.651 8.534 -3.056 0.335
H -2.172 8.511 -3.438 0.406
H -1.299 7.107 -4.001 0.194
H -2.997 5.343 -2.089 0.176
H -3.734 6.869 -2.441 0.422
H -2.777 6.130 0.297 0.248
H -4.304 5.715 -0.329 0.233
H -3.192 8.418 0.128 0.445
H -4.978 7.091 1.686 -0.049
H -5.044 8.820 1.438 0.323
H -2.574 7.253 2.353 -0.041
H -3.561 8.224 3.339 0.597
H -0.636 10.073 2.432 0.235
H -0.671 8.337 2.841 0.150
H -1.714 9.504 3.682 0.391
C -3.291 -6.262 1.261 -0.605
O -3.514 -7.359 0.321 -0.241
C -4.769 -7.396 -0.292 -0.087
C -4.833 -8.449 -1.409 -0.751
N -5.039 -9.827 -0.903 -0.338
C -5.333 -10.572 -2.049 -0.427
C -5.279 -12.116 -1.901 -0.706
O -3.957 -12.642 -1.737 -0.288
C -3.901 -14.040 -2.120 -0.726
H -3.384 -5.250 0.867 0.174
H -2.282 -6.168 1.661 0.124
H -3.926 -6.372 2.140 0.437
H -4.998 -6.453 -0.788 -0.056
H -5.599 -7.578 0.391 0.292
H -3.947 -8.416 -2.043 0.406
H -5.623 -8.054 -2.048 0.343
H -4.265 -10.158 -0.344 0.307
H -4.807 -10.357 -2.979 0.226
H -6.346 -10.342 -2.378 0.326
H -5.778 -12.403 -2.826 0.388
H -5.984 -12.455 -1.141 0.389
H -4.309 -14.445 -1.194 0.302
H -2.931 -14.531 -2.049 0.268
H -4.455 -14.217 -3.042 0.293
C -0.619 -3.804 -0.938 -0.423
O -1.023 -2.455 -1.197 1.379
C -0.274 -1.492 -0.488 -0.532
C -0.359 -0.024 -1.104 0.365
N 0.317 0.984 -0.232 0.739
C 0.029 2.321 -0.637 -1.719
C -1.529 2.657 -0.637 1.086
O -1.791 3.560 0.402 -0.045
C -1.708 2.855 1.643 0.195
H -1.142 -4.538 -1.550 -0.175
H -0.697 -4.081 0.114 -0.074
H 0.403 -3.964 -1.282 0.190
H 0.794 -1.710 -0.504 -0.163
H -0.507 -1.630 0.568 -0.365
H -1.442 0.084 -1.167 -0.505
H -0.043 -0.093 -2.144 -0.150
H 1.308 0.873 -0.076 0.103
H 0.488 2.509 -1.608 0.439
H 0.500 2.942 0.125 0.466
H -2.223 1.817 -0.652 -0.393
H -1.620 3.246 -1.550 -0.516
H -2.493 2.119 1.815 -0.341
H -1.874 3.625 2.396 0.234
H -0.824 2.302 1.961 -0.034
C 2.683 14.279 5.625 -0.714
O 2.564 12.837 5.599 -0.320
C 2.159 12.349 4.327 -0.607
C 2.229 10.816 4.259 -0.594
N 1.400 10.128 5.245 -0.266
C 1.721 8.698 5.338 -0.637
C 0.744 7.842 6.191 -0.586
O 0.753 6.458 5.917 -0.332
C 0.418 6.171 4.528 -0.544
H 3.486 14.467 6.338 0.258
H 1.803 14.897 5.801 0.260
H 3.076 14.536 4.641 0.315
H 2.668 12.871 3.517 0.429
H 1.133 12.517 3.997 0.332
H 3.217 10.390 4.433 0.343
H 1.879 10.599 3.250 0.284
H 1.522 10.538 6.160 0.253
H 2.788 8.532 5.485 0.367
H 1.647 8.409 4.290 0.429
H -0.292 8.168 6.105 0.280
H 1.098 7.954 7.216 0.342
H 0.425 5.083 4.451 0.019
H 1.152 6.515 3.800 0.367
H -0.570 6.559 4.279 0.230
C 7.258 -2.985 -5.636 -0.735
O 7.568 -3.038 -4.209 -0.405
C 6.546 -2.763 -3.254 -0.066
C 7.171 -3.170 -1.901 -0.489
N 6.269 -2.852 -0.886 0.410
C 6.623 -2.509 0.523 -0.053
C 5.639 -3.243 1.466 -1.106
O 4.406 -2.526 1.494 -0.107
C 3.254 -3.179 0.886 -0.077
H 6.913 -1.959 -5.767 0.294
H 6.472 -3.643 -6.006 0.273
H 8.169 -3.077 -6.227 0.272
H 5.669 -3.366 -3.491 0.228
H 6.143 -1.755 -3.359 0.138
H 7.981 -2.449 -1.788 0.358
H 7.529 -4.199 -1.924 0.254
H 5.586 -2.150 -1.134 -0.504
H 6.589 -1.481 0.885 -0.219
H 7.629 -2.899 0.675 0.561
H 6.018 -3.118 2.480 0.439
H 5.699 -4.295 1.187 0.389
H 2.325 -2.612 0.938 -0.278
H 3.067 -4.140 1.364 0.208
H 3.538 -3.465 -0.127 0.233
```

## Properties
Energy above the lowest of the compared OMol25 structures with the same formula, charge and spin = 233.8 kcal per mole
DFT total energy = -156625.4329 eV
Spin multiplicity = 1
Orbital gap = 8.66 eV
Charge = 0
HOMO = -0.297 Eh